Computed, not measured: C5H14N2 in the gas phase at a distorted geometry, with ωB97M-V/def2-TZVPD.

Geometry (Å):
C -0.274537 -2.635358 1.300208
N 0.255786 -2.098492 0.054527
C 0.668161 -0.689078 0.083944
C -0.528039 0.318178 0.409690
N -0.363834 1.594939 -0.163616
C 1.111048 2.105281 -0.026393
C -0.943551 1.635922 -1.571486
H -1.291063 -2.562852 1.341631
H -0.100756 -3.752021 1.053718
H 0.359785 -2.304974 2.092686
H -0.193966 -2.359255 -0.798658
H 1.402634 -0.590581 0.827125
H 1.129025 -0.587888 -0.938794
H -0.595644 0.302631 1.513409
H -1.405656 -0.229842 0.111616
H 1.501103 1.824571 0.998222
H 0.878054 3.142068 -0.038981
H 1.738312 1.778587 -0.732851
H -0.115604 1.630630 -2.325179
H -1.652252 0.898868 -1.704366
H -1.579010 2.578666 -1.486452

Cartesian forces, eV/Å:
C 2.7020 -3.3365 -3.4036
N 1.2535 1.3713 0.6753
C -2.0225 -0.9544 -2.0375
C 2.0110 -2.4885 0.6910
N 0.9147 0.2599 -0.7817
C -4.9509 0.0968 3.6769
C 1.8673 3.5760 2.1427
H -2.8274 0.8273 1.1117
H -0.2692 1.2014 1.4596
H -0.1065 0.1337 0.8102
H -0.4815 -0.1331 -0.0615
H 1.3119 0.1885 0.8985
H -0.3978 0.7372 0.9802
H 0.0685 0.5678 -0.1797
H -0.6890 0.2884 -0.5131
H -0.5888 0.3184 -1.1406
H 0.8885 1.1286 -0.1733
H 2.3221 -1.1963 -2.9006
H -1.0458 0.1813 0.2673
H -1.0779 -2.0048 -0.3333
H 1.1176 -0.7632 -1.1888

For the frontier orbital gap, the calculation gives 8.53 eV. The SMILES is CNCCN(C)C. Its charge is 0. The electronic energy comes out at -308.309409 hartree. The relative energy (zero: lowest compared OMol25 entry of this formula, charge and spin) comes out at 298.4 kJ/mol.

These are the Löwdin partial charges, in e, on atoms 1 to 5: C -0.12; N -0.17; C -0.22; C -0.26; N -0.25